{
  "formula": "C35H31ClI2NO2Sn",
  "method": "ωB97M-V/def2-TZVPD",
  "symbols": ["Sn", "O", "C", "C", "C", "C", "C", "C", "C", "C", "C", "O", "C", "C", "C", "C", "C", "C", "C", "C", "C", "C", "C", "C", "N", "C", "C", "C", "C", "C", "C", "C", "C", "C", "C", "C", "C", "H", "H", "H", "H", "H", "H", "H", "H", "H", "H", "H", "H", "H", "H", "H", "H", "H", "H", "H", "H", "H", "H", "H", "H", "H", "H", "H", "I", "C", "I", "H", "H", "Cl", "C", "H", "H"],
  "positions_angstrom": [[-1.8325, 2.4692, 1.2088], [-1.2004, 0.5816, 2.3822], [-0.0907, 0.1996, 3.0887], [1.1745, 1.0277, 2.6494], [1.6842, 0.6726, 1.2715], [2.8212, -0.1337, 1.1686], [3.3268, -0.4540, -0.0709], [2.6974, 0.0289, -1.2019], [1.5512, 0.7962, -1.0466], [0.8144, 1.3719, -2.2365], [-0.1016, 0.3475, -2.9795], [-1.1785, 0.0441, -2.0717], [-0.8648, 1.0134, -4.1351], [-1.2988, 2.3320, -4.0519], [-2.1164, 2.8701, -5.0345], [-2.5194, 2.0974, -6.1114], [-2.0939, 0.7814, -6.2029], [-1.2784, 0.2441, -5.2192], [0.7846, -0.7743, -3.5352], [0.6103, -2.1442, -3.3810], [1.5187, -3.0524, -3.9155], [2.6093, -2.6191, -4.6445], [2.7583, -1.2584, -4.8732], [1.8626, -0.3586, -4.3266], [1.0585, 1.1108, 0.1687], [0.2655, -1.2941, 2.9348], [-0.5651, -2.1460, 2.2228], [-0.2340, -3.4804, 2.0276], [0.9226, -3.9943, 2.5927], [1.7223, -3.1699, 3.3736], [1.4008, -1.8328, 3.5391], [-0.3991, 0.4020, 4.5835], [-1.4191, -0.3818, 5.1246], [-1.7930, -0.2551, 6.4496], [-1.1501, 0.6696, 7.2646], [-0.1563, 1.4710, 6.7315], [0.2132, 1.3450, 5.3959], [1.9875, 0.8705, 3.3582], [0.8593, 2.0705, 2.6744], [3.3195, -0.4690, 2.0672], [4.2225, -1.0566, -0.1603], [3.0890, -0.1867, -2.1848], [1.5025, 1.8054, -2.9603], [0.1937, 2.1700, -1.8352], [-1.0260, 2.9515, -3.2082], [-2.4484, 3.8960, -4.9396], [-3.1898, 2.5069, -6.8563], [-2.4060, 0.1583, -7.0316], [-0.9796, -0.7939, -5.2819], [-0.2482, -2.5501, -2.8799], [1.3505, -4.1100, -3.7553], [3.3241, -3.3249, -5.0479], [3.5764, -0.8916, -5.4806], [1.9980, 0.6940, -4.5361], [-1.4894, -1.7414, 1.8372], [-0.8807, -4.1209, 1.4393], [1.1874, -5.0345, 2.4465], [2.6017, -3.5755, 3.8606], [2.0308, -1.2068, 4.1605], [-1.9323, -1.0784, 4.4746], [-2.5885, -0.8750, 6.8454], [-1.4388, 0.7736, 8.3036], [0.3342, 2.2082, 7.3564], [0.9691, 2.0091, 4.9953], [-5.4989, 2.5799, 1.2952], [-3.7766, 3.8960, 1.6598], [-0.1676, 4.6415, 1.7495], [-4.0378, 4.4244, 2.5794], [-3.8680, 4.6290, 0.8516], [-2.4626, -2.2881, -2.1268], [-1.3330, -1.0873, -1.3232], [-0.4107, -1.6052, -1.0696], [-1.8678, -0.8159, -0.4171]],
  "atomic_forces_ev_per_a": [[-0.7, -0.8, -0.5], [-0.4, 0.5, -0.6], [0.5, 0.3, 0.4], [-0.5, -0.2, -0.3], [0.0, -0.2, -0.2], [0.0, 0.2, 0.1], [0.2, 0.0, 0.0], [-0.1, 0.0, -0.1], [-0.1, 0.2, 0.4], [-0.4, -0.2, 0.2], [0.2, 0.4, 0.0], [0.0, -0.2, 0.0], [0.0, -0.1, 0.0], [0.1, 0.0, 0.0], [0.0, 0.0, 0.0], [-0.1, 0.0, 0.0], [0.0, -0.1, 0.0], [0.0, 0.1, 0.0], [0.0, -0.1, -0.1], [0.0, 0.0, 0.0], [0.0, 0.0, 0.0], [0.0, 0.0, 0.0], [0.0, 0.1, 0.0], [-0.1, 0.0, -0.1], [0.1, 0.0, 0.0], [-0.3, 0.0, -0.1], [-0.1, 0.1, -0.1], [0.1, -0.1, 0.0], [0.0, -0.1, 0.0], [0.1, 0.0, 0.0], [-0.1, 0.0, 0.0], [0.1, 0.1, 0.0], [0.0, 0.1, 0.1], [0.0, 0.0, -0.1], [0.0, 0.0, 0.1], [0.0, 0.1, 0.1], [0.0, 0.0, 0.0], [0.0, 0.1, 0.0], [0.2, 0.1, 0.0], [0.0, -0.1, 0.0], [0.0, 0.0, 0.0], [0.0, 0.0, 0.0], [0.1, 0.0, 0.1], [-0.1, 0.0, -0.1], [0.0, 0.0, 0.0], [0.0, 0.0, 0.0], [0.1, 0.0, 0.0], [0.0, 0.0, 0.0], [0.0, 0.0, 0.0], [0.0, 0.0, 0.1], [0.0, 0.0, 0.0], [0.0, 0.0, 0.0], [0.0, 0.0, 0.0], [0.0, 0.0, 0.0], [0.0, 0.1, -0.2], [0.0, 0.0, 0.0], [0.0, 0.0, 0.0], [0.0, 0.0, 0.0], [0.0, 0.0, 0.0], [0.0, -0.1, 0.0], [0.0, 0.0, 0.0], [0.0, 0.0, 0.0], [0.0, 0.0, 0.0], [0.0, 0.0, 0.0], [0.2, 0.2, 0.1], [0.1, -0.5, 0.2], [0.4, 0.5, 0.3], [0.1, -0.2, 0.1], [0.2, -0.2, -0.1], [0.0, -0.1, 0.0], [0.0, 0.3, 0.4], [0.0, -0.1, -0.1], [0.1, 0.1, 0.0]],
  "max_force_ev_per_a": 1.22,
  "total_charge": -1,
  "lumo_energy_ev": 2.34,
  "gap_ev": 6.71
}


{
  "formula": "C35H31ClN5O2STa",
  "method": "ωB97M-V/def2-TZVPD",
  "symbols": ["Ta", "C", "C", "C", "C", "C", "C", "N", "C", "C", "C", "C", "C", "N", "C", "C", "C", "C", "C", "C", "N", "H", "H", "H", "H", "H", "H", "H", "H", "H", "H", "H", "H", "H", "H", "H", "Cl", "C", "C", "C", "C", "O", "C", "C", "N", "C", "C", "C", "C", "C", "C", "C", "C", "N", "C", "C", "H", "H", "H", "H", "H", "H", "H", "H", "H", "H", "C", "S", "C", "O", "H", "H", "H", "H", "H", "H"],
  "positions_angstrom": [[-0.2261, -0.1151, -0.1720], [1.1392, -0.0404, 3.2131], [2.1236, -0.6668, 2.2813], [3.3981, -0.9918, 2.7533], [4.2855, -1.6638, 1.9340], [3.8398, -2.0808, 0.6833], [2.5591, -1.7313, 0.2663], [1.7450, -0.9571, 1.0296], [1.9762, -2.2607, -0.9755], [2.5153, -3.3706, -1.6310], [1.8596, -3.8934, -2.7338], [0.7091, -3.2678, -3.1843], [0.2350, -2.1390, -2.5143], [0.8496, -1.6655, -1.4118], [-0.8884, -1.3362, -3.0231], [-1.5751, -1.6821, -4.1805], [-2.5122, -0.7978, -4.7072], [-2.6980, 0.4164, -4.0803], [-2.0057, 0.7079, -2.8962], [-2.2349, 2.0286, -2.2573], [-1.1466, -0.1727, -2.3702], [1.2359, -0.5055, 4.1932], [0.1135, -0.1542, 2.8581], [1.3676, 1.0159, 3.3550], [3.6790, -0.7222, 3.7608], [5.2844, -1.8987, 2.2715], [4.4916, -2.6693, 0.0586], [3.4142, -3.8459, -1.2752], [2.2398, -4.7704, -3.2404], [0.2041, -3.6575, -4.0517], [-1.3878, -2.6126, -4.6903], [-3.0526, -1.0475, -5.6087], [-3.3712, 1.1531, -4.4904], [-2.1505, 2.8127, -3.0105], [-1.5431, 2.2451, -1.4452], [-3.2605, 2.0829, -1.8854], [-5.2252, 2.7908, 4.5264], [-4.2854, 2.1215, 3.2756], [-4.8693, 1.2664, 2.3179], [-4.1102, 0.6757, 1.3301], [-2.7300, 0.9077, 1.2451], [-1.9370, 0.3317, 0.3597], [-2.1463, 1.8551, 2.1467], [-0.8275, 2.3314, 1.9263], [0.0484, 1.8509, 1.0819], [1.2100, 2.5976, 0.8163], [1.7614, 3.5633, 1.6479], [2.7982, 4.3910, 1.2040], [3.2793, 4.2873, -0.0757], [2.7986, 3.2689, -0.9295], [3.2472, 3.1129, -2.2562], [2.7363, 2.0824, -3.0154], [1.8148, 1.2051, -2.4476], [1.3215, 1.3388, -1.2166], [1.7874, 2.3772, -0.4622], [-2.9344, 2.4325, 3.1542], [-5.9345, 1.0800, 2.3681], [-4.5806, 0.0264, 0.6077], [-0.5793, 3.2430, 2.4699], [1.4007, 3.7076, 2.6563], [3.1907, 5.1362, 1.8758], [4.0168, 4.9802, -0.4475], [3.9715, 3.8011, -2.6690], [3.0367, 1.9473, -4.0417], [1.4664, 0.3586, -3.0243], [-2.4864, 3.1321, 3.8441], [-2.8794, -3.7339, 1.0310], [-1.9666, -2.3701, 1.7799], [-1.0098, -3.3143, 2.9905], [-0.8752, -2.0319, 0.7063], [-2.2070, -4.5173, 0.6917], [-3.4741, -3.3528, 0.2029], [-3.5535, -4.1375, 1.7861], [-1.6996, -3.8705, 3.6184], [-0.4548, -2.6191, 3.6124], [-0.3320, -3.9990, 2.4905]],
  "atomic_forces_ev_per_a": [[1.6, -0.3, -0.2], [0.2, 0.1, 0.1], [0.1, 0.1, 0.3], [0.0, -0.1, -0.3], [-0.3, 0.1, 0.0], [-0.5, 0.2, -0.1], [0.7, -0.1, 0.2], [-1.0, 0.4, -0.9], [0.4, -0.4, -0.1], [-0.3, 0.4, 0.1], [-0.1, 0.2, 0.1], [-0.1, 0.3, 0.3], [0.1, -0.5, -0.4], [-0.5, 0.3, 0.3], [-0.4, -0.3, -0.8], [0.2, 0.2, 0.5], [0.1, 0.2, 0.2], [0.3, -0.2, 0.2], [-0.5, 0.2, -0.4], [-0.2, 0.2, 0.2], [0.9, -0.3, 1.6], [-0.1, 0.0, 0.0], [0.0, 0.0, 0.1], [-0.1, 0.1, 0.0], [0.0, 0.0, 0.1], [0.1, 0.0, 0.0], [0.0, 0.0, -0.1], [0.1, 0.0, 0.1], [0.0, 0.0, 0.0], [-0.1, 0.0, -0.1], [0.1, -0.1, 0.0], [0.0, 0.0, -0.1], [-0.1, 0.1, 0.0], [0.1, 0.0, 0.0], [0.1, 0.0, 0.0], [0.0, 0.0, 0.1], [0.1, 0.0, -0.1], [0.4, -0.1, -0.3], [0.1, 0.3, 0.4], [0.8, -0.3, -0.6], [-1.4, 1.5, 2.0], [0.2, -0.5, -1.0], [-0.3, -0.8, -0.5], [-0.2, 0.0, 0.0], [-0.5, -1.7, -0.7], [1.2, 0.6, -0.3], [-0.3, -0.5, -0.3], [0.2, 0.0, -0.2], [-0.2, -0.1, 0.2], [-0.3, -0.3, 0.1], [-0.3, -0.3, 0.1], [0.0, 0.1, 0.2], [0.0, -0.1, -0.3], [-0.9, -0.8, 0.5], [0.2, 0.7, 0.7], [-0.4, 0.0, 0.0], [0.0, 0.0, 0.0], [-0.1, -0.1, -0.1], [0.1, -0.1, -0.1], [-0.1, 0.0, 0.1], [0.1, 0.1, 0.1], [0.2, 0.1, 0.0], [0.1, 0.0, 0.0], [0.1, -0.1, -0.1], [-0.1, 0.0, 0.0], [0.0, 0.1, 0.1], [0.0, 0.2, 0.0], [0.0, -1.1, 0.3], [-0.1, 0.3, -0.1], [0.9, 1.4, -1.0], [0.2, 0.1, 0.0], [0.0, 0.1, 0.0], [0.0, 0.1, 0.1], [-0.2, 0.0, 0.1], [0.0, 0.1, 0.0], [0.0, 0.0, -0.3]],
  "max_force_ev_per_a": 2.86,
  "total_charge": 4,
  "lumo_energy_ev": -12.73,
  "gap_ev": 6.05
}


{
  "formula": "C35H31ClN8O3PRh",
  "method": "ωB97M-V/def2-TZVPD",
  "symbols": ["Rh", "C", "N", "C", "N", "C", "N", "C", "C", "C", "C", "C", "C", "C", "N", "N", "C", "O", "C", "C", "C", "C", "C", "C", "N", "C", "N", "C", "N", "C", "H", "H", "H", "H", "H", "H", "H", "H", "H", "H", "H", "H", "H", "H", "H", "H", "C", "P", "C", "C", "C", "C", "C", "C", "C", "H", "H", "H", "H", "H", "H", "H", "H", "H", "H", "H", "Cl", "C", "C", "C", "C", "C", "C", "C", "O", "O", "H", "H", "H", "H"],
  "positions_angstrom": [[0.9469, 1.5923, 1.2145], [4.6516, -1.6697, -1.3565], [3.9551, -0.4647, -0.9290], [3.0298, -0.3482, 0.0150], [2.5646, 0.8983, -0.0123], [3.2792, 1.5160, -0.9989], [4.1163, 0.7029, -1.5799], [3.7143, -2.6884, -1.9772], [4.1267, -4.0139, -2.0691], [3.3000, -4.9686, -2.6422], [2.0456, -4.6182, -3.1108], [1.6271, -3.2933, -3.0193], [2.4680, -2.3292, -2.4639], [0.3018, -2.9204, -3.4753], [-0.6437, -3.6949, -3.9151], [-1.7178, -2.9129, -4.1781], [-1.3889, -1.6914, -3.8857], [-0.1135, -1.6315, -3.4297], [-2.2008, -0.4930, -3.9729], [-3.5488, -0.5837, -4.3192], [-4.3158, 0.5652, -4.3797], [-3.7539, 1.8001, -4.0791], [-2.4120, 1.8954, -3.7351], [-1.8012, 3.2362, -3.3814], [-1.2641, 3.2293, -2.0216], [-0.0947, 2.7811, -1.5813], [-0.0706, 2.8831, -0.2574], [-1.2908, 3.4038, 0.0621], [-2.0261, 3.6298, -0.9887], [-1.6352, 0.7476, -3.6959], [5.1639, -2.1060, -0.4995], [5.4031, -1.3478, -2.0756], [2.7011, -1.1264, 0.6848], [3.1792, 2.5549, -1.2655], [5.1031, -4.2971, -1.6933], [3.6374, -5.9931, -2.7181], [1.3786, -5.3498, -3.5460], [2.1235, -1.3029, -2.4287], [-3.9679, -1.5562, -4.5390], [-5.3606, 0.5034, -4.6509], [-4.3638, 2.6947, -4.1143], [-2.5604, 4.0124, -3.4104], [-0.9972, 3.4981, -4.0690], [0.7070, 2.4251, -2.2063], [-1.6247, 3.6175, 1.0626], [-0.5794, 0.8020, -3.4595], [2.9294, 2.7464, 4.0994], [1.4147, 2.8787, 3.1112], [1.0433, 4.6553, 3.0707], [0.0934, 2.0314, 3.9735], [0.3523, 0.8010, 4.5946], [-0.6907, 0.0811, 5.1430], [-1.9938, 0.5600, 5.0463], [-2.2582, 1.7744, 4.4216], [-1.2218, 2.5069, 3.8796], [3.2368, 1.7114, 4.2345], [2.7265, 3.2020, 5.0689], [3.7335, 3.2870, 3.5997], [0.7213, 4.9690, 4.0634], [0.2709, 4.8972, 2.3421], [1.9536, 5.1880, 2.7950], [1.3606, 0.4121, 4.6485], [-0.4923, -0.8602, 5.6370], [-2.8086, -0.0216, 5.4571], [-3.2726, 2.1429, 4.3524], [-1.4220, 3.4617, 3.4079], [-4.1318, -5.2553, 2.2086], [-3.0930, -3.9010, 2.0486], [-1.7228, -4.0591, 2.2361], [-0.8903, -2.9662, 2.1046], [-1.4174, -1.7154, 1.7864], [-2.7902, -1.5670, 1.5932], [-3.6276, -2.6555, 1.7293], [-0.5131, -0.5617, 1.6438], [-0.9721, 0.5556, 1.2203], [0.7207, -0.6436, 1.9217], [-1.3220, -5.0322, 2.4836], [0.1781, -3.0664, 2.2445], [-3.1920, -0.5958, 1.3355], [-4.6945, -2.5493, 1.5900]],
  "atomic_forces_ev_per_a": [[-1.7, -2.2, -0.7], [0.1, -0.4, -0.2], [-0.3, 0.1, 0.3], [0.0, -0.1, 0.0], [-0.1, 1.5, 0.9], [0.1, -0.2, 0.0], [0.1, 0.1, -0.2], [-0.1, 0.0, 0.0], [0.1, 0.1, 0.0], [0.0, 0.0, 0.0], [-0.1, 0.1, 0.0], [0.3, 0.1, 0.2], [-0.1, -0.1, -0.1], [-1.0, -0.4, -0.4], [1.0, -0.3, 0.3], [-0.6, 0.9, -0.1], [0.1, -1.1, -0.1], [0.3, 0.5, 0.2], [0.0, 0.4, 0.1], [0.1, 0.0, 0.0], [0.0, 0.0, 0.0], [0.0, 0.1, 0.0], [0.0, 0.1, 0.1], [-0.2, -0.3, -0.4], [0.4, 0.1, 0.2], [0.1, 0.1, -0.2], [0.8, -0.4, 1.5], [0.0, 0.1, -0.2], [-0.2, 0.0, 0.1], [-0.1, -0.1, 0.0], [0.0, 0.1, 0.0], [0.0, 0.1, 0.1], [0.0, 0.0, -0.1], [0.0, 0.0, 0.0], [0.0, 0.0, 0.0], [0.0, 0.0, 0.0], [0.0, 0.0, 0.0], [0.0, 0.0, 0.0], [0.0, 0.0, 0.0], [0.0, 0.0, 0.0], [0.0, 0.0, 0.0], [0.1, 0.1, 0.0], [0.1, 0.0, 0.1], [-0.1, 0.0, 0.0], [0.0, -0.1, 0.0], [0.0, 0.0, 0.0], [0.0, -0.2, -0.6], [-0.3, -0.4, 0.0], [0.1, -0.2, -0.6], [0.2, 0.0, -0.4], [0.0, 0.1, 0.0], [0.0, 0.0, 0.0], [0.0, 0.0, 0.0], [-0.1, 0.0, 0.0], [0.1, 0.1, 0.0], [0.0, 0.0, 0.0], [-0.1, 0.0, 0.0], [0.0, 0.0, 0.0], [0.0, -0.1, 0.1], [0.0, 0.0, 0.0], [0.0, 0.0, 0.0], [0.0, 0.0, 0.0], [0.0, 0.0, 0.0], [0.0, 0.0, 0.0], [0.0, 0.0, 0.0], [-0.1, 0.0, 0.0], [0.0, 0.0, 0.0], [0.2, 0.2, 0.0], [0.0, -0.1, 0.0], [0.1, 0.1, 0.0], [0.3, 0.1, 0.0], [0.1, 0.1, 0.0], [-0.1, 0.0, 0.0], [-0.6, -0.2, 0.0], [0.3, 0.7, 0.1], [0.9, 1.3, 0.0], [0.0, 0.0, 0.0], [0.0, -0.1, 0.0], [0.0, 0.0, 0.0], [0.0, 0.0, 0.0]],
  "max_force_ev_per_a": 2.90,
  "total_charge": 2,
  "lumo_energy_ev": [-8.35, -8.36],
  "gap_ev": [4.35, 4.34]
}